(1)
{"formula": "C4H10N", "method": "wB97M-V/def2-TZVPD", "symbols": ["C", "C", "C", "C", "N", "H", "H", "H", "H", "H", "H", "H", "H", "H", "H"], "xyz": [[-0.7270, 0.9311, 1.0064], [-0.8741, 1.2355, -0.5310], [-0.2362, 0.0477, 0.0451], [2.4763, -0.4156, -0.1137], [-0.9143, -1.2630, -0.2078], [-0.1899, 1.7347, 1.5531], [-1.7097, 0.7280, 1.6381], [-1.8731, 0.9483, -0.8407], [-0.3864, 1.9273, -1.2260], [2.6183, -1.1586, 0.6693], [2.9542, 0.6431, -0.1240], [2.2758, -0.9016, -1.0960], [-0.4359, -2.1044, 0.1941], [-1.1300, -1.1690, -1.2293], [-1.8481, -1.1834, 0.2623]], "atomic_forces_ev_per_a": [[-2.6, 3.1, 2.7], [-0.8, -1.3, -0.1], [3.1, -1.5, -0.9], [-0.7, 1.0, -1.3], [-1.1, 1.1, 0.3], [0.3, -1.2, -0.4], [1.8, 0.2, -1.6], [-0.3, 0.5, -0.4], [0.1, 0.1, 1.0], [0.0, 0.7, 0.2], [-1.1, -2.2, 0.3], [0.3, 0.8, 0.7], [-0.3, 0.8, -1.1], [0.6, -1.4, 0.9], [0.6, -0.4, -0.3]], "total_charge": 1, "homo_lumo_gap_ev": [7.949, 9.493], "homo_ev": [-13.03, -13.47], "spin_multiplicity": 1, "energy_ev": -5787.739}

---

(2)
{"formula": "C2H7O7PSi", "method": "wB97M-V/def2-TZVPD", "symbols": ["C", "C", "O", "O", "O", "O", "O", "O", "O", "Si", "P", "H", "H", "H", "H", "H", "H", "H"], "xyz": [[2.5547, 1.8866, 0.1269], [-0.0262, -2.2967, 0.8062], [-2.7444, -1.2764, -0.4836], [-3.6652, 0.7234, 0.7530], [-2.4306, 1.1841, -1.3752], [0.7597, 0.2850, -1.9958], [1.9939, 0.6704, 0.3789], [0.8967, -1.6345, 0.0792], [-1.1368, 0.3474, 0.6963], [0.9273, -0.1742, -0.5447], [-2.5264, 0.1586, -0.0462], [3.4898, 2.1935, 0.6337], [1.7648, 2.5107, 0.4947], [2.8443, 1.9930, -0.9463], [-0.1011, -1.7548, 1.7237], [0.0717, -3.4090, 1.0964], [-1.0668, -2.2086, 0.4207], [-1.6054, 0.8017, -1.8177]], "atomic_forces_ev_per_a": [[0.2, 1.1, -1.2], [-3.5, -1.5, 2.0], [0.6, 0.0, -0.6], [-0.1, 0.4, 0.3], [1.9, -1.6, -0.6], [0.2, -0.2, -0.3], [0.9, -2.5, 0.8], [2.4, -0.8, -1.7], [1.7, -0.3, -1.6], [-2.7, 1.7, 1.2], [-0.6, 0.2, 1.0], [-0.2, -1.0, 0.6], [0.0, 1.7, -0.5], [-0.8, 0.3, 0.4], [-0.2, 0.0, 1.2], [1.0, 1.3, -1.0], [0.6, 0.0, -0.3], [-1.3, 1.0, 0.4]], "total_charge": -2, "homo_lumo_gap_ev": 5.936, "homo_ev": -0.21, "spin_multiplicity": 1, "energy_ev": -33691.754}